1.
Density functional theory data (the ωB97M-V functional and the def2-TZVPD basis) for a gas-phase ion, C7H7O2 (charge +1) in a non-equilibrium geometry.

## Properties
electronic energy	-11451.9096	eV
gap between HOMO and LUMO (spin up / spin down)	0.315 / 0.315	Eh
highest occupied orbital energy (spin up / spin down)	-12.878 / -12.878	eV
LUMO (spin up / spin down)	-4.32 / -4.32	eV
ΔE to the lowest compared entry with this formula, charge and spin	129.63	kcal per mole
total charge	+1

Atoms and positions in Å:
C 1.847 1.160 -0.523
C 1.838 -1.381 0.192
C 0.452 1.123 -0.849
C 0.545 -1.193 0.037
C 2.253 -0.059 0.223
C -0.134 -0.003 -0.375
C -2.285 -0.354 0.838
O 2.195 1.017 0.875
O -1.733 0.167 -0.449
H 2.465 1.720 -1.239
H 2.320 -2.425 0.376
H -0.151 1.751 -1.365
H -2.254 -0.249 -1.301
H -1.706 0.196 1.600
H -3.395 -0.126 0.805
H -2.257 -1.345 1.156

Force components x, y, z for each atom (eV/Å):
0.32 0.47 -2.44
1.31 -4.09 1.20
-0.32 -2.86 2.31
-3.18 1.85 -0.76
-0.14 -0.20 -1.67
1.38 -0.53 -0.43
-2.09 2.94 0.68
0.33 1.46 1.97
-0.49 -3.06 -1.33
0.39 -0.13 1.10
-0.36 2.40 -0.46
-0.96 2.49 -1.78
2.07 1.03 2.74
-0.69 0.16 -0.42
1.49 0.32 0.16
0.94 -2.27 -0.89

---

2.
Density functional theory data (the ωB97M-V functional and the def2-TZVPD basis) for a molecular structure, CsF10N5Na4O20S10 in a non-equilibrium geometry.

## Properties
electronic energy	-202138.1534	eV
gap between HOMO and LUMO (spin up / spin down)	0.156 / 0.298	Eh
2S+1	2
highest occupied orbital energy (spin up / spin down)	-4.027 / -8.088	eV
LUMO (spin up / spin down)	0.23 / 0.02	eV
expectation value of S²	0.7504
total charge	-1

Atoms and positions in Å:
Na -1.474 -2.277 2.005
Na 1.234 -0.261 2.278
Na 4.143 -1.838 1.166
Na 3.166 3.468 -0.857
Cs -1.809 4.754 1.719
N -0.173 -0.133 0.533
S 0.863 0.273 -0.742
O 1.532 1.595 -0.630
O 0.518 -0.295 -2.031
F 1.910 -0.879 -0.207
S -1.214 0.834 0.076
O -1.841 0.640 -1.217
O -1.079 2.262 0.521
F -2.375 0.335 1.125
N -0.690 -4.678 1.638
S -0.028 -5.609 2.584
O 0.852 -5.152 3.574
O 0.167 -6.950 2.112
F -1.414 -5.827 3.493
S 0.724 -4.555 0.691
O 0.840 -5.509 -0.459
O 1.931 -3.889 1.241
F 0.125 -3.219 0.021
N -1.557 5.382 -1.186
S -0.434 4.761 -2.129
O 0.888 4.487 -1.542
O -0.474 5.065 -3.531
F -1.024 3.262 -2.108
S -0.631 6.882 -1.085
O -0.427 7.653 -2.254
O 0.355 7.001 -0.075
F -1.829 7.772 -0.377
N 4.336 1.898 -2.141
S 3.744 1.158 -3.374
O 3.333 -0.233 -3.204
O 4.281 1.636 -4.686
F 2.300 1.881 -3.360
S 5.440 0.636 -1.761
O 6.224 -0.019 -2.786
O 5.078 -0.256 -0.588
F 6.599 1.605 -1.074
N -3.753 -2.725 1.596
S -4.973 -1.951 1.177
O -5.160 -0.528 1.563
O -6.188 -2.723 0.949
F -4.394 -1.744 -0.353
S -4.495 -3.292 3.012
O -5.082 -4.627 2.997
O -4.947 -2.320 3.981
F -3.119 -3.753 3.709

Force components x, y, z for each atom (eV/Å):
-0.30 -0.43 -0.27
0.56 0.03 0.59
-0.23 0.07 -0.50
-0.81 -0.09 -0.38
-0.04 -0.08 0.04
3.73 -0.64 -1.36
3.75 -2.21 -3.04
-1.48 -3.24 0.47
0.54 1.67 2.56
0.30 1.16 0.16
-9.90 6.08 0.36
1.44 0.23 1.94
0.45 -3.08 -0.62
1.03 0.01 -0.43
1.98 3.07 -4.08
-3.71 -7.84 7.55
1.66 1.47 0.74
0.76 0.66 -0.70
1.14 0.32 -0.75
0.76 2.15 -5.95
-0.19 2.59 4.08
-1.65 -2.08 -0.15
-0.40 0.11 -0.59
3.24 3.54 -0.20
0.89 -6.36 -2.72
-1.03 1.32 -0.05
0.11 0.63 1.33
-0.07 0.93 0.10
-3.66 3.41 1.63
0.14 -0.89 -0.95
0.78 -1.39 0.99
0.14 -1.25 -0.21
3.17 -2.80 1.90
-4.25 0.29 -7.67
1.58 1.75 0.28
-0.87 -1.63 3.84
0.76 0.17 0.30
3.13 -1.28 4.27
-1.79 1.24 0.71
0.08 2.66 -2.78
-1.70 -0.60 -0.47
0.55 -2.19 4.29
-4.83 6.76 -6.97
0.74 -3.37 0.05
1.53 0.62 1.15
-0.40 -0.06 0.77
1.65 -4.88 4.14
-0.12 2.72 -1.18
-0.13 -0.20 -1.82
0.96 0.90 -0.40

---

3.
Density functional theory data (the ωB97M-V functional and the def2-TZVPD basis) for 2 unconnected molecules or ions with the total composition C9H13IN2O in a non-equilibrium geometry.

## Properties
electronic energy	-22666.6882	eV
gap between HOMO and LUMO (spin up / spin down)	0.170 / 0.169	Eh
highest occupied orbital energy (spin up / spin down)	-6.341 / -6.338	eV
LUMO (spin up / spin down)	-1.72 / -1.73	eV
ΔE to the lowest compared entry with this formula, charge and spin	57.21	kcal per mole

Atoms and positions in Å:
C -3.053 0.244 -0.486
C -2.900 -1.121 -0.686
C -2.128 0.930 0.295
C -0.873 -1.137 0.684
C -1.786 -1.810 -0.037
C -0.992 0.306 0.862
C -1.614 -3.322 -0.239
C 2.388 2.612 0.867
C 2.427 0.230 0.236
N 2.085 1.543 -0.091
N 1.063 1.865 -0.814
O -0.092 0.982 1.382
I 0.421 0.806 -2.308
H -3.907 0.722 -0.918
H -3.697 -1.872 -1.190
H -2.235 2.065 0.416
H -0.132 -1.673 1.226
H -2.607 -3.792 -0.551
H -1.045 -3.323 -1.185
H -1.353 -3.772 0.673
H 3.333 2.511 1.202
H 2.089 3.513 0.406
H 1.707 2.421 1.688
H 1.739 0.123 1.144
H 2.201 -0.487 -0.503
H 3.501 0.036 0.444

Force components x, y, z for each atom (eV/Å):
0.33 -1.08 0.29
-0.23 -3.01 0.05
-0.56 1.83 -0.43
-0.37 1.95 0.52
-2.64 -0.49 -1.50
-1.44 -1.68 -1.52
-2.80 1.64 -2.37
-3.05 -1.20 -0.41
0.91 -1.38 2.16
-2.46 2.30 -2.35
2.87 0.61 2.20
2.10 1.40 1.56
-0.71 -1.19 -0.62
-0.31 0.45 -0.12
1.82 2.30 0.98
0.26 -1.79 -0.08
0.83 -0.24 0.29
1.08 0.67 0.51
0.63 -1.05 0.91
1.29 -0.91 0.68
3.28 0.03 0.79
0.20 1.11 -0.38
-0.30 -0.03 0.32
0.68 -0.50 -0.74
-0.83 -0.55 -0.97
-0.59 0.81 0.25

---

4.
Density functional theory data (the ωB97M-V functional and the def2-TZVPD basis) for a molecular structure, C32H24BrFN4O6Ti in a non-equilibrium geometry.

## Properties
electronic energy	-147697.5499	eV
gap between HOMO and LUMO	0.273	Eh
highest occupied orbital energy	-7.762	eV
LUMO	-0.33	eV
ΔE to the lowest compared entry with this formula, charge and spin	11.53	kcal per mole

Atoms and positions in Å:
Ti -0.358 0.706 0.612
O 0.014 1.511 2.273
C -0.701 1.404 3.396
C 0.034 1.516 4.576
C -0.557 1.453 5.837
C -1.912 1.129 5.879
C -2.680 1.067 4.720
C -2.083 1.182 3.515
C -2.936 1.233 2.310
N -2.420 1.334 1.165
C -3.267 1.685 0.012
C -2.500 2.917 -0.496
N -1.097 2.573 -0.655
C -0.551 3.014 -1.724
C 0.791 2.704 -2.148
C 1.380 3.380 -3.251
C 2.635 3.093 -3.693
C 3.429 2.258 -2.982
C 2.940 1.639 -1.836
C 1.595 1.830 -1.418
O 1.100 1.119 -0.428
H 1.076 1.690 4.308
H -0.043 1.599 6.767
H -2.382 0.912 6.858
H -3.755 0.869 4.837
H -3.996 1.366 2.413
H -4.321 1.929 0.304
H -3.261 0.869 -0.727
H -2.587 3.735 0.264
H -2.971 3.343 -1.401
H -1.216 3.554 -2.420
H 0.777 4.022 -3.921
H 2.968 3.535 -4.612
H 4.493 2.104 -3.249
H 3.581 0.926 -1.256
Br 3.033 -0.209 1.560
C 2.392 -2.005 1.675
C 3.348 -2.971 1.816
C 2.888 -4.271 2.150
C 1.554 -4.470 2.321
C 0.570 -3.465 2.139
C -0.803 -3.830 2.144
C -1.760 -2.843 1.944
C -1.342 -1.569 1.654
C -0.013 -1.222 1.467
C 0.989 -2.154 1.775
H 4.401 -2.710 1.715
H 3.527 -5.118 2.216
H 1.134 -5.422 2.589
H -1.099 -4.811 2.374
H -2.790 -3.011 1.921
H -2.136 -0.890 1.503
F 0.266 0.444 -6.256
C 0.651 -0.256 -5.147
C -0.214 -0.709 -4.262
N 0.142 -1.329 -3.109
C -0.868 -2.030 -2.329
C -1.791 -1.117 -1.570
O -2.982 -1.208 -1.781
O -1.223 -0.280 -0.759
C 1.483 -1.588 -2.838
O 1.872 -2.208 -1.870
N 2.360 -1.009 -3.789
C 2.070 -0.290 -4.920
O 2.870 0.320 -5.581
H -1.296 -0.617 -4.432
H -0.349 -2.650 -1.616
H -1.454 -2.646 -3.031
H 3.347 -1.055 -3.500

Force components x, y, z for each atom (eV/Å):
0.86 0.33 -0.02
-1.07 -0.18 -0.40
0.68 -0.20 0.95
0.42 0.53 -0.08
-0.45 -0.54 -1.27
-0.70 0.02 0.96
-0.49 -0.62 2.69
-0.44 0.17 -3.09
1.16 0.78 1.15
-0.41 -0.99 -1.16
0.26 0.50 0.22
-1.06 0.92 0.31
-0.26 0.12 -0.52
-0.69 -0.52 -0.32
0.68 1.24 -0.38
-1.76 -0.25 -0.59
-0.44 1.11 -0.92
1.71 -1.32 1.68
0.24 -0.77 0.57
0.92 -0.44 -0.70
-0.07 -0.05 0.75
0.04 0.06 0.90
0.50 -0.06 0.11
0.24 0.41 -0.69
0.49 0.11 -0.35
-0.66 -0.05 0.31
0.88 -0.14 -0.12
-0.04 0.31 0.31
0.13 -0.69 -0.31
0.34 -0.33 0.05
0.61 0.18 0.07
0.11 -0.27 0.82
0.24 0.18 -0.21
-0.88 -0.04 0.00
-0.75 0.78 -0.52
0.25 -0.07 -0.04
0.82 1.24 0.17
-0.60 -0.12 0.15
-0.60 0.43 -0.34
-0.44 -0.04 0.17
-0.03 -0.36 -0.54
-0.20 2.12 0.17
1.87 -1.50 0.33
1.37 -0.04 0.00
-0.72 1.48 0.05
-0.41 -1.22 -0.09
-0.34 -0.19 0.07
0.70 -0.35 0.17
0.28 -0.55 0.05
-0.17 -1.23 0.16
-1.45 -0.68 0.22
-0.50 0.70 -0.40
-0.03 -0.68 0.85
-0.22 1.14 -1.49
-1.84 0.12 -0.47
1.02 -0.68 0.74
0.11 -0.38 -0.71
-0.17 0.23 -0.23
-0.42 0.27 0.36
-0.28 -0.07 -0.79
0.28 0.46 -0.08
-0.07 0.37 -0.70
0.92 -1.00 1.62
-0.40 0.55 0.13
0.80 -0.17 -0.19
0.52 0.06 0.08
0.24 -0.31 0.21
0.08 0.16 0.50
-0.72 0.03 -0.30

---

5.
Density functional theory data (the ωB97M-V functional and the def2-TZVPD basis) for a gas-phase ion, C4H6ClN2 (charge +1) in a non-equilibrium geometry.

## Properties
electronic energy	-19737.9255	eV
gap between HOMO and LUMO	0.294	Eh
highest occupied orbital energy	-13.851	eV
LUMO	-5.86	eV
ΔE to the lowest compared entry with this formula, charge and spin	63.18	kcal per mole
total charge	+1

Atoms and positions in Å:
C 1.805 1.674 -0.005
C -0.349 0.677 0.006
C 2.448 0.541 0.001
C -0.333 -1.770 -0.002
N 0.426 1.791 0.000
N 0.192 -0.459 0.000
Cl 3.571 -0.579 0.001
H 2.344 2.619 0.011
H -1.424 0.869 0.015
H 0.055 -2.313 0.861
H -1.425 -1.767 0.031
H -0.002 -2.290 -0.902
H 0.007 2.710 -0.016

Force components x, y, z for each atom (eV/Å):
-0.53 0.38 0.08
-0.77 -0.92 -0.02
-1.88 -0.91 -0.02
-0.47 -0.68 -0.02
0.67 0.59 -0.02
2.52 2.00 -0.01
0.24 0.03 0.00
0.21 -0.20 -0.04
0.05 -0.10 0.00
-0.08 0.00 -0.02
-0.01 -0.06 0.01
-0.06 0.02 0.04
0.11 -0.14 0.02